Molecular formula: C4H3FS2
Method: DFT, ωB97M-V/def2-TZVPD

Structure (XYZ):
```
10
Properties=species:S:1:pos:R:3:forces:R:3
C -0.160 -0.980 -0.725 -0.51 -0.39 1.02
C 1.073 -1.629 -0.177 -1.29 -0.65 -0.75
C -0.882 0.121 -0.383 -0.81 -1.45 -2.73
C -0.669 1.092 0.626 -0.52 2.31 -0.40
H 1.035 -2.724 -0.507 0.58 1.41 0.61
H -1.739 0.223 -1.169 1.29 0.21 1.94
H 0.048 0.830 1.427 -0.57 0.49 -0.34
F -0.841 -1.798 -1.601 1.08 0.38 0.20
S 2.195 -0.938 0.764 -0.49 -0.37 -0.49
S -1.441 2.578 0.400 1.24 -1.94 0.94
```
Forces are in eV/Å.

Output
SMILES: F/C(C=S)=C/C=S
Molecular weight, g/mol: 134.20
Orbital gap, eV: 6.837
Multiplicity: 1
Highest occupied orbital energy, eV: -9.09

Molecular formula: C3H10NO2
Method: DFT, ωB97M-V/def2-TZVPD

Structure (XYZ):
```
16
Properties=species:S:1:pos:R:3:forces:R:3
C -1.311 -0.136 -0.902 2.80 -3.07 1.81
C 1.685 -0.494 -1.000 3.73 2.55 0.23
C -0.273 -0.340 0.448 1.06 1.17 -4.20
N -0.299 1.253 1.122 -0.05 -2.64 1.07
O -0.867 -1.041 1.346 -1.07 -1.47 2.23
O 1.051 -0.744 0.213 -2.62 0.33 1.72
H -2.271 -0.329 -0.523 -1.35 -0.01 0.78
H -1.250 0.850 -1.264 0.36 0.94 -0.95
H -1.153 -1.018 -1.623 0.21 1.76 0.85
H 2.243 0.578 -0.950 -1.89 -1.86 -0.54
H 1.085 -0.682 -1.866 -0.25 0.14 -0.42
H 2.627 -1.090 -0.998 -1.08 -0.22 -0.11
H 0.103 1.290 2.065 -0.53 -0.45 0.04
H -1.329 1.301 1.137 0.79 1.32 -0.14
H 0.325 1.829 0.625 -0.10 1.55 -1.56
H -0.365 -1.229 2.170 0.01 -0.05 -0.81
```
Forces are in eV/Å.

Output
SMILES: CO[C@](C)([NH3+])O
Molecular weight, g/mol: 92.12
Orbital gap, eV: 11.603
Multiplicity: 1
Highest occupied orbital energy, eV: -15.14
Charge: +1

Molecular formula: C5H9NO
Method: DFT, ωB97M-V/def2-TZVPD

Structure (XYZ):
```
16
Properties=species:S:1:pos:R:3:forces:R:3
C -2.083 -0.255 -0.178 -0.08 0.01 0.00
C -0.562 -0.433 -0.173 0.03 -0.01 -0.04
C 0.175 0.910 -0.061 0.00 0.05 0.03
C 1.698 0.767 0.026 -0.01 0.22 0.15
O 2.203 -0.214 -0.862 0.04 -0.14 -0.02
C -0.138 -1.354 0.897 0.34 -0.61 0.69
N 0.234 -2.075 1.724 -0.36 0.74 -0.81
H -2.362 0.427 -0.988 0.03 -0.11 0.11
H -2.430 0.174 0.767 0.06 -0.07 -0.13
H -2.595 -1.208 -0.335 0.07 0.13 0.03
H -0.243 -0.898 -1.112 -0.08 0.02 0.13
H -0.105 1.504 -0.939 0.07 -0.12 0.10
H -0.178 1.453 0.823 0.01 -0.03 -0.08
H 2.004 0.546 1.058 -0.10 -0.02 -0.15
H 2.166 1.715 -0.254 -0.06 -0.09 0.07
H 2.215 -1.057 -0.395 0.05 0.01 -0.09
```
Forces are in eV/Å.

Output
SMILES: C[C@H](C#N)CCO
Molecular weight, g/mol: 99.13
Orbital gap, eV: 11.547
Multiplicity: 1
Highest occupied orbital energy, eV: -10.69

Molecular formula: C3H13NO2
Method: DFT, ωB97M-V/def2-TZVPD

Structure (XYZ):
```
19
Properties=species:S:1:pos:R:3:forces:R:3
C 0.620 0.711 0.657 1.07 -2.20 -1.08
N 0.429 -0.689 0.076 -0.36 2.06 -0.21
C -0.062 -1.548 1.118 0.41 -0.72 0.83
C 1.705 -1.158 -0.499 -1.86 -1.65 0.91
H 0.005 0.839 1.528 -0.47 0.31 0.09
H 1.671 0.666 0.966 -0.07 0.82 0.30
H 0.484 1.445 -0.130 -0.04 0.24 0.19
H -0.224 -2.566 0.711 -0.29 0.57 0.42
H -0.913 -1.107 1.643 -0.55 -0.26 -0.84
H 0.606 -1.636 1.998 0.62 -0.22 -0.35
H 1.518 -2.241 -0.638 0.50 0.41 -0.27
H 1.963 -0.732 -1.457 0.08 0.46 0.07
H 2.441 -1.072 0.290 0.89 0.15 -0.13
H -1.210 2.380 -1.027 -0.32 -0.13 -0.07
H -1.377 3.841 -0.573 0.16 -0.45 -0.57
O -1.132 3.289 -1.340 -0.02 0.50 0.57
H -1.428 -0.339 -0.930 0.35 -0.05 0.19
H -2.860 -0.279 -1.465 -0.38 -0.16 -0.32
O -2.235 0.197 -0.928 0.28 0.33 0.26
```
Forces are in eV/Å.

Output
SMILES: CN(C)C.O.O
Molecular weight, g/mol: 95.14
Orbital gap, eV: 9.864
Multiplicity: 1
Highest occupied orbital energy, eV: -9.00